This record from the OMol25 dataset describes a cluster of 3 separate species, C35H51I2NO15S6 in total. The level of theory is the ωB97M-V functional and the def2-TZVPD basis.

Atoms and positions in Å:
C 0.103 2.106 2.946
C 1.445 1.461 2.583
O 1.266 0.128 2.092
C 1.913 -0.394 0.948
C 1.626 -1.914 1.139
I 2.514 -2.673 2.951
C 1.756 -3.011 0.059
C 2.732 -2.925 -1.098
I -0.231 -3.374 -0.794
C 1.279 0.099 -0.419
C -0.068 0.783 -0.134
C -1.208 0.424 -1.113
C -2.580 0.342 -0.417
S -3.602 1.798 -0.759
C -5.135 1.190 -1.321
S -6.279 2.274 -1.709
N -5.259 -0.217 -1.390
C -6.328 -0.832 -0.653
C -7.663 -0.679 -1.002
C -8.640 -1.316 -0.257
C -8.292 -2.117 0.822
C -6.958 -2.273 1.162
C -5.977 -1.632 0.421
C -4.768 -0.878 -2.543
C -5.166 -2.185 -2.826
C -4.639 -2.848 -3.917
C -3.717 -2.236 -4.753
C -3.346 -0.927 -4.486
C -3.861 -0.251 -3.400
C 2.230 0.894 -1.363
C 1.450 1.545 -2.519
C 0.862 0.513 -3.506
C 1.445 0.582 -4.923
S 0.193 0.425 -6.239
O 3.126 -0.036 -1.928
C 4.454 0.309 -2.288
C 4.649 0.687 -3.746
C 6.033 1.333 -3.915
O 4.525 -0.516 -4.495
C 2.869 1.999 -0.523
O 3.591 2.957 -1.246
O 3.809 1.503 0.444
S 3.710 0.055 1.131
O 4.003 0.302 2.507
O 4.521 -0.874 0.413
H -0.102 2.983 2.331
H -0.713 1.397 2.833
H 0.115 2.442 3.981
H 2.010 2.106 1.915
H 2.052 1.391 3.486
H 0.586 -1.874 1.455
H 1.924 -3.951 0.573
H 3.727 -2.642 -0.767
H 2.795 -3.921 -1.544
H 2.403 -2.264 -1.895
H 1.038 -0.789 -1.004
H -0.404 0.500 0.854
H 0.024 1.874 -0.118
H -1.277 1.223 -1.854
H -1.001 -0.516 -1.619
H -2.481 0.265 0.667
H -3.106 -0.552 -0.735
H -7.938 -0.071 -1.851
H -9.676 -1.178 -0.537
H -9.063 -2.618 1.392
H -6.690 -2.889 2.009
H -4.929 -1.752 0.671
H -5.880 -2.700 -2.200
H -4.954 -3.868 -4.102
H -3.294 -2.762 -5.598
H -2.637 -0.412 -5.121
H -3.556 0.772 -3.226
H 0.681 2.233 -2.165
H 2.165 2.159 -3.069
H 0.973 -0.500 -3.115
H -0.212 0.678 -3.595
H 1.939 1.533 -5.115
H 2.146 -0.235 -5.082
H -0.113 -0.851 -5.988
H 5.050 -0.593 -2.129
H 4.902 1.074 -1.663
H 3.905 1.427 -4.057
H 6.698 1.092 -3.084
H 5.956 2.419 -3.974
H 6.509 0.977 -4.830
H 4.666 -0.315 -5.425
H 2.048 2.505 -0.008
H 3.092 3.779 -1.265
O 2.793 5.103 6.335
S 3.102 4.358 5.169
O 2.565 4.725 3.908
O 2.794 2.821 5.461
C 3.964 2.017 5.226
C 5.117 2.947 5.543
O 4.683 4.212 5.015
H 3.969 1.701 4.182
H 3.932 1.144 5.871
H 6.043 2.656 5.056
H 5.278 3.049 6.618
O -2.207 -0.049 3.694
S -1.626 -1.342 3.755
O -1.226 -2.004 2.565
O -2.593 -2.284 4.603
C -1.885 -2.875 5.706
C -0.828 -1.845 6.055
O -0.405 -1.353 4.776
H -1.441 -3.814 5.373
H -2.584 -3.061 6.516
H 0.027 -2.270 6.572
H -1.239 -1.016 6.634

Cartesian forces (eV/Å) of the 6 atoms listed first:
0.1 0.0 -0.2
0.0 0.5 0.6
0.1 -0.1 -0.3
-0.2 0.1 0.3
0.0 0.1 0.0
0.2 -0.1 0.1

Calculated values
structure (SMILES)	CCO[C@@]1([C@H](I)[C@H](C)I)[C@@H](CCCSC(=S)N(c2ccccc2)c2ccccc2)[C@](CCCS)(OC[C@@H](C)O)[C@H](O)OS1(=O)=O.O=S1(=O)OCCO1.O=S1(=O)OCCO1
net charge	0
orbital gap	8.0310	eV